Entry from the OMol25 dataset: the molecule C19H15NO6 (ωB97M-V/def2-TZVPD).

The geometry in XYZ format:
```
41
Properties=species:S:1:pos:R:3:forces:R:3
O -0.99673 1.72354 -2.06183 -0.3 -0.2 0.1
O 2.26300 -0.37206 2.27939 0.0 -0.1 0.5
O -0.67502 3.03569 1.53276 -0.2 0.0 0.1
O -2.68504 0.58450 -1.22871 -0.3 0.2 -0.3
O -0.27661 -1.21058 1.60062 0.0 0.1 0.1
O 4.36110 -0.18407 1.85105 0.0 0.1 0.2
N 3.22004 -0.39743 1.51956 0.1 0.1 0.4
C 1.88316 -0.31607 -0.58986 0.3 0.0 0.2
C -4.31162 -2.12744 1.41719 0.0 -0.1 0.1
C 1.70605 -0.90036 -1.84837 0.2 -0.1 0.1
C 3.85399 -1.73075 -0.34778 0.0 0.1 0.2
C 2.55037 -1.87499 -2.33632 0.0 0.0 0.0
C -5.10302 -1.50253 0.45725 0.1 0.0 0.0
C 2.96323 -0.78324 0.16228 -0.1 -0.5 -1.4
C -3.19132 -0.30467 -0.34661 -0.1 -0.6 0.6
C -2.38799 -0.92746 0.61423 -0.2 0.0 -0.1
C 0.93693 0.82632 -0.28793 -0.4 0.1 0.1
C -0.50059 0.33434 -0.22680 0.2 -0.1 0.2
C -1.37483 0.93410 -1.21908 0.4 0.2 -0.2
C -4.55194 -0.59557 -0.42222 0.2 0.2 -0.1
C 3.64872 -2.28324 -1.59108 -0.1 0.1 0.1
C -0.98266 -0.57634 0.66889 0.0 0.4 -0.5
C 0.26824 2.96071 0.78767 0.5 -0.1 -0.1
C -2.96789 -1.84321 1.49766 0.0 0.1 -0.1
C 0.53833 3.96016 -0.29825 -0.3 0.3 0.0
C 1.24105 1.78757 0.87310 -0.3 -0.1 0.3
H 0.05681 3.59655 -1.20782 0.1 0.0 -0.1
H 4.33077 -3.02454 -1.97536 0.1 -0.1 0.0
H 4.68926 -2.03063 0.26711 0.0 0.0 0.0
H 2.26893 2.14863 0.79435 0.0 0.0 0.0
H 0.62081 -0.84482 1.74472 0.0 -0.1 -0.2
H -4.75538 -2.83358 2.10180 0.0 -0.1 0.1
H 0.96718 1.44321 -1.19806 0.0 -0.2 0.2
H 1.60071 4.07975 -0.48862 0.1 0.0 0.0
H 0.08763 4.91566 -0.04394 0.0 0.0 0.0
H 2.36783 -2.30211 -3.31012 0.0 0.0 -0.1
H -2.33844 -2.31145 2.23726 0.0 0.0 0.1
H -6.15721 -1.72679 0.40085 -0.1 0.0 0.0
H -5.14652 -0.09802 -1.17126 -0.1 0.1 -0.1
H 1.09362 1.32425 1.85014 0.0 0.2 -0.2
H 0.88504 -0.55305 -2.45785 -0.1 0.1 -0.1
```
Forces are in eV/Å.

Output
LUMO = -0.816 eV
Spin multiplicity = 1
Structure (SMILES) = CC(=O)C[C@@H](c1ccccc1[N+](=O)[O-])c1c(O)c2ccccc2oc1=O

---

Entry from the OMol25 dataset: a structure of composition C19H16Br12NO5P (ωB97M-V/def2-TZVPD).

The geometry in XYZ format:
```
54
Properties=species:S:1:pos:R:3:forces:R:3
Br -5.19914 7.44324 8.28324 0.1 0.2 0.3
Br 6.65285 -5.19681 -0.76390 -0.1 -0.1 -0.1
Br 4.41763 -5.98111 -2.90571 1.4 -0.2 0.6
Br -4.42760 6.23256 5.26695 0.1 -0.1 -0.2
Br -0.55219 3.42008 3.32694 0.1 -0.1 0.0
Br -1.90848 7.43872 3.72704 0.0 -0.1 0.1
Br -3.20960 7.66320 10.76416 -0.1 0.0 -0.1
Br 2.39408 2.28732 2.79391 -0.1 0.1 0.0
Br -5.05228 10.14583 9.97254 0.0 -0.1 0.0
Br -1.72500 6.87245 6.85790 0.0 0.0 -0.1
Br 5.47070 -8.15999 -0.82579 0.0 0.1 -0.1
Br 1.99653 5.19454 4.05235 -0.1 -0.1 0.0
P -1.79957 0.24636 -2.80222 -0.8 -0.1 -1.4
O 0.87189 -5.18485 -0.95590 0.3 0.8 -0.5
O -3.27014 0.14917 -2.12550 0.9 0.6 0.3
O -2.15963 -2.72664 -3.61624 0.7 0.0 0.6
O -1.85026 -0.16206 -4.19488 0.4 -0.3 -0.3
O -1.37170 1.80902 -2.78057 -0.4 -0.7 0.9
N 0.75543 2.05808 -0.88291 0.2 0.0 0.4
C -0.99980 -2.79533 -3.27545 -0.5 -0.3 -0.9
C 0.91111 -4.59745 -5.99219 -0.4 0.3 -0.7
C 1.03378 -2.31579 -0.18606 0.4 -0.5 0.4
C -0.03360 -3.69212 -4.01899 -0.5 0.9 1.2
C -2.50022 6.32537 5.18243 0.1 0.0 0.1
C 0.82341 -4.44263 -3.23925 0.1 0.1 0.9
C -0.05863 -0.22697 -0.62918 -0.8 0.6 0.8
C 1.27314 3.85954 2.87114 0.0 0.1 0.0
C -0.00523 -3.76352 -5.38549 -0.5 0.4 -0.5
C -4.89706 8.22539 10.01879 -0.1 0.0 0.0
C 0.45198 -2.84244 -1.30784 0.2 -1.3 -0.4
C 5.92489 -6.60259 -1.86267 0.1 0.0 -0.1
C 1.71133 -5.29567 -3.84779 0.4 -0.8 0.6
C 1.74715 -5.36836 -5.21926 0.7 -0.6 -0.5
C -0.67613 -0.75838 -1.77176 -0.1 1.0 0.6
C -0.21509 1.20679 -0.14133 0.9 0.4 -1.1
C -0.39711 -2.08247 -2.07967 -0.8 -0.1 -1.2
C 0.76153 -1.01703 0.14267 0.8 -0.1 0.7
C 0.74337 -4.26634 -1.74373 -0.1 -0.4 0.1
H -1.89433 2.31668 -2.14787 0.2 0.3 -0.1
H 0.87520 1.68298 -1.81833 -0.2 0.3 -0.1
H 2.40294 -5.90726 -3.24634 -1.5 0.4 -0.5
H 0.94100 -4.61782 -7.07676 0.1 -0.2 0.1
H 1.69281 -2.92678 0.42217 -0.1 0.0 -0.1
H 6.69933 -6.89668 -2.55778 0.0 0.0 0.0
H -0.69068 -3.13589 -5.94660 0.1 -0.1 0.0
H -1.20477 1.61833 -0.35773 0.0 -0.2 0.5
H 1.67335 1.95335 -0.45722 -0.1 0.0 0.1
H -5.67277 7.85941 10.67680 0.0 0.0 0.0
H -3.31209 0.67239 -1.31265 -0.3 -0.3 0.1
H 1.25726 4.28741 1.87764 0.0 -0.1 0.0
H 1.25487 -0.62160 1.02725 -0.2 0.2 -0.1
H 2.45242 -6.04654 -5.69232 -0.1 0.1 0.0
H -2.14389 5.32463 4.98100 0.0 0.0 0.0
H 0.03701 1.33828 0.92297 -0.5 -0.4 -0.4
```
Forces are in eV/Å.

Output
LUMO = -0.580 eV
Spin multiplicity = 1

---

Entry from the OMol25 dataset: a structure of composition C19H16Br2N4O9RuS (ωB97M-V/def2-TZVPD).

The geometry in XYZ format:
```
52
Properties=species:S:1:pos:R:3:forces:R:3
Ru 0.44503 -0.22470 -0.38348 0.5 1.4 -0.1
Br 5.71664 4.32498 0.19462 0.0 0.1 0.0
Br 0.14594 4.78999 0.32392 0.1 0.0 0.0
S -2.67047 0.28997 0.26687 0.3 -0.1 -0.1
O 0.37201 1.78336 -0.28614 -0.1 -1.3 -0.3
O 2.55706 -0.83215 2.69301 -0.1 -0.1 0.1
O 0.80856 -0.48152 1.50807 0.2 0.3 0.2
O -0.34657 -4.24602 -1.77367 0.1 0.1 -0.2
O 4.20328 -5.22896 3.41114 0.1 0.0 0.0
O 0.54015 -2.14683 -0.57597 0.0 -0.3 0.1
O 0.73056 -6.09356 -1.50940 0.2 0.0 -0.2
O -1.52501 -0.43450 -0.51743 -0.3 -0.2 0.0
O 3.51308 -6.85430 2.16301 0.1 -0.1 -0.1
N 2.47182 0.24710 -0.59643 -0.7 0.3 0.2
N 3.56847 -5.69660 2.49496 -0.2 0.0 0.2
N 1.80806 -1.24883 1.86752 -0.2 0.0 -0.1
N 0.50428 -4.93558 -1.26169 -0.5 -0.1 0.5
C 4.06554 3.51993 0.04908 -0.2 -0.4 -0.1
C 1.50234 2.35557 -0.14703 0.6 -0.3 0.2
C 2.69598 1.55530 -0.31362 -0.6 0.0 0.2
C 2.73734 -4.74756 1.72090 0.1 0.1 0.0
C 4.82259 -0.06052 -0.81570 -0.2 -0.4 -0.1
C 2.92429 4.29135 0.21977 0.0 0.1 0.0
C 1.88134 -2.56913 1.37242 0.1 0.1 -0.1
C 2.68260 -3.44801 2.11986 0.0 -0.1 -0.1
C 3.97248 2.10801 -0.24541 0.3 0.3 0.0
C 1.25368 -4.35437 -0.11907 0.2 0.0 0.0
C -3.85906 -1.03824 0.46612 -0.1 0.1 0.0
C 2.02386 -5.21587 0.61597 -0.1 0.0 -0.1
C -3.46457 1.29891 -0.99200 -0.1 0.0 0.1
C 1.17088 -2.96780 0.19208 -0.1 0.2 -0.1
C 5.06132 1.25402 -0.49185 -0.1 0.3 0.1
C -4.45616 2.26411 -0.35386 0.0 0.0 0.0
C -3.29096 -2.15140 1.33044 0.0 0.0 0.0
C 1.65264 3.74529 0.11677 0.0 0.1 -0.1
C 3.50932 -0.53376 -0.86485 0.6 -0.1 -0.2
H 3.21791 -3.11931 3.00004 0.0 0.0 0.0
H -3.93072 0.62650 -1.71253 0.0 0.0 0.0
H 6.07268 1.63366 -0.44209 0.0 0.0 0.0
H -3.96351 2.93665 0.34646 0.0 0.0 0.0
H -4.91719 2.86265 -1.13771 0.0 0.0 0.0
H -2.63810 1.81737 -1.47970 0.0 0.0 0.0
H 5.63619 -0.73675 -1.03510 0.0 0.0 0.0
H -4.72668 -0.56351 0.93121 0.0 0.0 0.0
H 3.02967 5.34693 0.43110 0.0 0.0 0.0
H 2.07151 -6.26127 0.33672 0.0 0.0 0.0
H 3.28885 -1.56004 -1.13149 0.0 0.0 0.0
H -3.11294 -1.81598 2.35137 0.0 0.0 0.0
H -4.12632 -1.37715 -0.53556 0.0 0.0 0.0
H -5.25634 1.74021 0.16764 0.0 0.0 0.0
H -4.00957 -2.96866 1.36300 0.0 0.0 0.0
H -2.36499 -2.53642 0.90401 0.0 0.0 0.0
```
Forces are in eV/Å.

Output
LUMO (spin up / spin down) = -9.862 / -9.926 eV
Spin multiplicity = 1
Total charge = +2

---

Entry from the OMol25 dataset: a structure of composition C19H16Br3N3O6 (ωB97M-V/def2-TZVPD).

The geometry in XYZ format:
```
47
Properties=species:S:1:pos:R:3:forces:R:3
Br -3.35514 9.59794 0.44045 0.6 -0.2 1.3
Br -0.72510 10.46515 2.15532 -1.4 -1.5 0.3
Br -2.22873 7.30792 2.43215 0.2 1.9 0.1
O -4.90351 6.21277 -6.39309 0.9 -0.4 -0.7
O 3.28888 -6.47249 7.78885 0.8 -0.1 -0.7
O -2.81195 -4.94472 -2.04407 0.7 0.0 0.0
O 5.34778 -5.77324 7.76819 -1.2 -1.8 -1.0
O -3.03080 5.37104 -7.27322 -2.6 2.2 0.8
O -2.79052 -3.10382 -3.10546 0.9 0.8 -0.1
N -2.38922 -3.80491 -2.20873 -1.6 -1.4 1.3
N -3.85892 6.30234 -7.01090 2.5 -0.8 -0.5
N 4.47852 -6.64686 7.56029 0.7 0.7 1.7
C -4.34970 8.74300 -7.24019 1.7 -0.7 0.4
C -3.42400 7.68202 -7.44419 0.1 1.6 0.1
C 6.58627 -9.77961 6.84706 -1.3 0.9 0.6
C -0.25205 -3.54806 0.90624 -0.1 2.0 0.0
C 3.95210 -9.09054 7.44387 -0.1 2.4 0.5
C 4.91469 -8.05932 7.28772 0.8 -1.4 -0.8
C 4.32202 -10.39735 7.43449 -1.6 -0.5 0.4
C -1.05186 -4.04124 -0.08947 -0.1 -2.6 0.1
C -1.34443 -1.88497 -1.06018 -0.9 -1.6 -1.1
C 5.55278 -10.72752 7.09311 4.5 -0.8 -1.4
C -0.58743 -1.34367 -0.05523 -0.6 0.7 -1.7
C -3.89215 10.07086 -7.38760 0.2 -2.0 -0.1
C -2.66082 10.28075 -8.01212 -0.1 0.1 0.2
C -1.55334 -3.28625 -1.09338 0.0 3.5 -1.2
C -2.40289 9.29381 2.21114 0.2 0.2 -1.7
C -0.02694 -2.14869 0.87191 1.0 -1.1 1.8
C -2.09554 7.96566 -7.90172 -1.1 -0.8 -1.0
C -1.76430 9.23416 -8.37730 -2.0 0.9 1.5
C 6.29368 -8.41715 6.96224 -2.2 0.0 1.2
H 7.08155 -7.67892 6.98857 -0.2 0.2 -0.3
H 0.57926 -1.58883 1.56865 0.3 -0.6 0.5
H -0.41058 -0.28030 -0.12130 0.1 0.1 0.4
H -1.78915 -1.28835 -1.84291 0.0 0.1 0.0
H -2.41610 11.32529 -8.13645 0.5 0.0 -0.3
H 7.62797 -10.04483 6.74252 -0.1 -0.4 -0.3
H 0.07466 -4.21900 1.68696 0.3 0.3 0.0
H 3.64933 -11.17747 7.75899 -0.4 0.1 -0.3
H -4.48116 10.82798 -6.89138 0.0 0.4 -0.6
H -5.30348 8.49834 -6.79652 -0.1 0.1 -0.1
H -1.38978 7.16240 -8.05365 -0.1 -0.2 0.2
H -3.06669 9.71618 2.96552 0.4 -0.3 -0.1
H -0.86125 9.50273 -8.90530 0.2 -0.4 0.2
H 2.90464 -8.94923 7.66582 0.1 0.9 0.1
H 5.82853 -11.76304 6.95874 0.0 -0.2 0.3
H -1.26511 -5.09996 -0.09446 -0.1 -0.1 -0.1
```
Forces are in eV/Å.

Output
LUMO = -0.801 eV
Spin multiplicity = 1

---

Entry from the OMol25 dataset: a cluster of 2 separate species, C19H16Cl4N2O2 in total (ωB97M-V/def2-TZVPD).

The geometry in XYZ format:
```
43
Properties=species:S:1:pos:R:3:forces:R:3
Cl -2.59661 -2.67188 2.53443 0.0 -0.1 0.1
Cl -2.43225 -1.02565 -2.61206 -0.2 0.0 0.4
Cl -1.79062 -3.15984 -0.45224 -0.3 0.4 0.1
Cl -4.04615 1.55435 -1.83436 0.0 0.2 -0.2
O -4.40101 1.85123 1.04662 0.8 -1.8 -0.5
O -4.02105 -0.14937 2.95129 0.6 -0.2 -2.0
N 1.62079 -1.47023 -0.93697 1.1 -0.7 0.8
N 1.39479 -3.62072 -1.22938 1.3 1.7 0.7
C -3.94062 0.76413 0.71660 -0.8 1.3 1.2
C -0.64697 -5.93948 -3.20085 -0.4 -0.4 0.6
C 1.36875 -0.03642 -0.95661 0.1 0.2 -0.2
C 0.52284 -5.85029 -0.64905 -0.1 0.0 -0.7
C -0.73574 -7.05447 -2.36615 0.0 0.5 -0.1
C -1.48691 -8.28240 -2.80505 -0.1 -0.2 -0.1
C -3.60934 0.41169 -0.65917 0.9 -1.2 -1.0
C 2.51860 -2.10571 -0.07563 -0.1 0.7 0.0
C -2.62153 -1.72143 0.01005 0.2 -1.0 2.5
C 0.05366 -4.77876 -2.81223 0.5 -0.2 -0.4
C 0.73658 -4.81228 -1.56827 -1.1 -1.5 -0.4
C -3.66321 -0.32198 1.79171 -0.7 0.8 1.6
C 2.40961 -3.42822 -0.27286 -0.7 -0.4 -0.6
C 1.01961 -2.40374 -1.67104 -0.3 1.6 1.8
C -2.93390 -0.75091 -0.98740 -1.1 2.4 -0.7
C -2.96355 -1.52236 1.33448 0.6 -0.7 -1.4
C -0.14949 -6.99825 -1.09851 0.1 0.3 0.2
C 0.88913 -5.73934 0.79370 0.2 -0.4 0.5
C 0.12955 -3.57732 -3.57518 -1.0 -0.1 -2.0
H 2.97726 -4.24473 0.13830 -0.2 0.1 0.0
H 0.50885 -4.81516 1.25234 0.2 -0.1 -0.2
H -1.11813 -5.96835 -4.18503 0.2 0.1 0.3
H 1.44483 0.35481 0.06711 0.0 -0.2 -0.3
H -0.77677 -3.20431 -4.06134 0.2 -0.8 -0.6
H -2.37250 -8.46335 -2.18136 0.2 0.1 -0.1
H -0.23279 -7.85407 -0.42568 -0.1 0.3 -0.1
H 1.06121 -3.37779 -4.10762 0.0 0.2 0.2
H 3.12281 -1.55681 0.61847 0.2 0.1 0.0
H 2.10166 0.48097 -1.59116 -0.2 -0.2 0.2
H -1.82334 -8.16968 -3.84046 0.0 -0.1 0.2
H 1.97414 -5.79304 0.92771 -0.2 0.0 0.3
H 0.44851 -6.57608 1.35187 0.1 0.2 -0.2
H -0.86095 -9.18124 -2.74495 -0.1 0.2 0.0
H 0.36026 0.15957 -1.33983 0.3 -0.1 0.1
H 0.30403 -2.21127 -2.47839 -0.1 -0.7 0.2
```
Forces are in eV/Å.

Output
LUMO = -2.691 eV
Spin multiplicity = 1

---

Which value of spin multiplicity does entry 2 give?
1

---

Copy entry 1 word for word.
Entry from the OMol25 dataset: the molecule C19H15NO6 (ωB97M-V/def2-TZVPD).

The geometry in XYZ format:
```
41
Properties=species:S:1:pos:R:3:forces:R:3
O -0.99673 1.72354 -2.06183 -0.3 -0.2 0.1
O 2.26300 -0.37206 2.27939 0.0 -0.1 0.5
O -0.67502 3.03569 1.53276 -0.2 0.0 0.1
O -2.68504 0.58450 -1.22871 -0.3 0.2 -0.3
O -0.27661 -1.21058 1.60062 0.0 0.1 0.1
O 4.36110 -0.18407 1.85105 0.0 0.1 0.2
N 3.22004 -0.39743 1.51956 0.1 0.1 0.4
C 1.88316 -0.31607 -0.58986 0.3 0.0 0.2
C -4.31162 -2.12744 1.41719 0.0 -0.1 0.1
C 1.70605 -0.90036 -1.84837 0.2 -0.1 0.1
C 3.85399 -1.73075 -0.34778 0.0 0.1 0.2
C 2.55037 -1.87499 -2.33632 0.0 0.0 0.0
C -5.10302 -1.50253 0.45725 0.1 0.0 0.0
C 2.96323 -0.78324 0.16228 -0.1 -0.5 -1.4
C -3.19132 -0.30467 -0.34661 -0.1 -0.6 0.6
C -2.38799 -0.92746 0.61423 -0.2 0.0 -0.1
C 0.93693 0.82632 -0.28793 -0.4 0.1 0.1
C -0.50059 0.33434 -0.22680 0.2 -0.1 0.2
C -1.37483 0.93410 -1.21908 0.4 0.2 -0.2
C -4.55194 -0.59557 -0.42222 0.2 0.2 -0.1
C 3.64872 -2.28324 -1.59108 -0.1 0.1 0.1
C -0.98266 -0.57634 0.66889 0.0 0.4 -0.5
C 0.26824 2.96071 0.78767 0.5 -0.1 -0.1
C -2.96789 -1.84321 1.49766 0.0 0.1 -0.1
C 0.53833 3.96016 -0.29825 -0.3 0.3 0.0
C 1.24105 1.78757 0.87310 -0.3 -0.1 0.3
H 0.05681 3.59655 -1.20782 0.1 0.0 -0.1
H 4.33077 -3.02454 -1.97536 0.1 -0.1 0.0
H 4.68926 -2.03063 0.26711 0.0 0.0 0.0
H 2.26893 2.14863 0.79435 0.0 0.0 0.0
H 0.62081 -0.84482 1.74472 0.0 -0.1 -0.2
H -4.75538 -2.83358 2.10180 0.0 -0.1 0.1
H 0.96718 1.44321 -1.19806 0.0 -0.2 0.2
H 1.60071 4.07975 -0.48862 0.1 0.0 0.0
H 0.08763 4.91566 -0.04394 0.0 0.0 0.0
H 2.36783 -2.30211 -3.31012 0.0 0.0 -0.1
H -2.33844 -2.31145 2.23726 0.0 0.0 0.1
H -6.15721 -1.72679 0.40085 -0.1 0.0 0.0
H -5.14652 -0.09802 -1.17126 -0.1 0.1 -0.1
H 1.09362 1.32425 1.85014 0.0 0.2 -0.2
H 0.88504 -0.55305 -2.45785 -0.1 0.1 -0.1
```
Forces are in eV/Å.

Output
LUMO = -0.816 eV
Spin multiplicity = 1
Structure (SMILES) = CC(=O)C[C@@H](c1ccccc1[N+](=O)[O-])c1c(O)c2ccccc2oc1=O

---

Which formula does entry 1 have?
C19H15NO6